63
Properties=species:S:1:pos:R:3:forces:R:3 method="wB97M-V/def2-TZVPD" total_energy_ev=-39299.1037 gap_ev=8.82 relative_energy_kj_mol=0.0 homo_energy_ev=-12.1 charge=+1
Ir 0.403872 -0.005574 -0.077464 0.4 0.3 0.3
O 0.110505 0.109732 -4.094278 -0.1 -0.1 0.0
O -0.407492 0.189932 -1.918762 -0.1 -0.1 -0.2
N -0.518038 -1.693669 0.454874 -0.1 0.0 -0.2
N 1.834510 -1.099263 -1.149314 0.1 0.1 0.0
N -0.813821 -1.866213 1.765754 0.0 -0.1 0.0
N -1.390500 0.507379 2.171013 0.0 0.1 0.1
N 0.845830 -0.349577 2.843312 0.1 0.0 0.0
N -1.055754 0.993661 0.946540 0.0 -0.2 -0.1
N 1.384870 0.097964 1.697723 0.1 0.0 -0.1
C 1.627013 0.031542 3.863535 0.0 0.0 0.1
C 2.108110 2.291454 0.002051 -0.2 0.0 0.2
C -2.264666 -3.087151 -2.328700 0.0 0.0 0.0
C 4.278827 0.984458 0.160179 0.1 0.0 0.0
C -1.757491 2.804610 -0.611431 0.0 0.0 0.0
C 2.480365 0.805293 1.980585 -0.1 0.2 -0.1
C 1.716353 -0.756477 -2.599028 0.0 -0.2 0.1
C -1.637935 4.301391 -0.321243 0.0 0.0 0.0
C -2.961063 2.502076 -1.505736 0.0 0.0 0.0
C -1.556252 -3.641832 0.684242 0.0 0.0 0.0
C -1.440616 -3.036959 1.916103 0.0 0.0 0.0
C 2.690079 0.756349 3.361953 0.0 0.0 0.0
C 0.364130 -0.120628 -2.942530 0.1 0.5 0.1
C 0.011236 -4.145231 -2.057069 0.0 0.0 0.0
C -1.847383 2.028788 0.667667 -0.1 0.1 0.0
C -0.977039 -2.756728 -0.229107 0.1 -0.1 0.0
C -2.716584 2.225707 1.749667 0.0 0.0 0.0
C -2.393669 1.246439 2.664245 0.0 0.0 0.0
C -0.870071 -2.942521 -1.713648 0.0 0.0 0.0
C 3.144970 1.666247 0.937651 0.0 -0.1 0.0
B -0.653027 -0.714556 2.770368 0.0 0.1 0.0
H -0.777845 4.524191 0.313272 0.0 0.0 0.0
H 0.118843 -4.236215 -3.138065 0.0 0.0 0.0
H 1.356213 -0.210568 4.877805 0.0 0.0 0.0
H 1.844559 -1.639440 -3.221874 0.0 0.0 0.0
H -3.477530 2.980305 1.843239 0.0 0.0 0.0
H 3.919429 0.507623 -0.757070 0.0 0.0 0.1
H 5.018163 1.719593 -0.156702 0.0 0.0 0.0
H 2.568401 2.975521 -0.711068 0.0 0.0 0.0
H -1.767673 -3.351902 2.892777 0.0 0.0 0.0
H -0.436827 -2.041320 -2.136299 0.0 -0.1 0.1
H -3.891023 2.804283 -1.019999 0.0 0.0 0.0
H -3.017279 1.438523 -1.736760 0.0 0.0 0.0
H -1.528991 4.855233 -1.253798 0.0 0.0 0.0
H -2.807795 1.022220 3.633098 0.0 0.0 0.0
H -2.529743 4.674675 0.184532 0.0 0.0 0.0
H -1.091714 -1.011742 3.837225 0.0 0.0 0.0
H 1.669933 -2.091093 -0.997583 -0.1 0.0 -0.1
H -2.769684 -3.976990 -1.949325 0.0 0.0 0.0
H -2.882180 -2.217573 -2.105404 0.0 0.0 0.0
H -2.007995 -4.592598 0.462357 0.0 0.0 0.0
H 2.500533 -0.047949 -2.867648 0.0 0.0 0.0
H 3.486218 1.221186 3.917070 0.0 0.0 0.0
H 1.323236 2.817440 0.543823 0.0 0.0 0.0
H 1.011225 -4.077410 -1.617683 0.0 0.0 0.0
H 1.636098 1.542009 -0.682946 -0.1 -0.2 -0.2
H 2.779764 -0.922331 -0.818078 -0.1 -0.1 0.0
H -2.183622 -3.178231 -3.411762 0.0 0.0 0.0
H -0.863795 2.471168 -1.142701 0.0 0.0 0.0
H -0.434312 -5.069414 -1.686257 0.0 0.0 0.0
H 3.581525 2.498163 1.495703 0.0 0.0 0.0
H -2.875604 3.047718 -2.445568 0.0 0.0 0.0
H 4.790204 0.238280 0.766534 0.0 0.0 0.0


63
Properties=species:S:1:pos:R:3:forces:R:3 method="wB97M-V/def2-TZVPD" spin_multiplicity=4 total_energy_ev=-153165.2480 gap_ev="5.86 / 4.70" relative_energy_kj_mol=0.0 homo_energy_ev="-18.4 / -18.5" charge=+4
Tc -0.378720 -0.681239 0.179633 -1.0 1.3 -0.5
Br -2.341490 1.286922 0.181368 0.5 -0.6 -0.2
S -2.589836 -1.783824 1.153947 -1.5 0.5 1.6
S 1.068204 -2.217029 0.740969 1.2 -1.7 0.6
S -1.034596 -2.481743 -1.313937 0.5 0.4 -0.8
S -0.224403 -0.485612 2.770405 0.7 -1.4 2.5
P 1.042378 2.510992 0.545190 0.7 1.2 -0.1
O 0.575283 3.288820 -0.634918 0.1 0.0 0.5
O 0.944930 1.021087 0.624383 -0.1 -1.4 0.7
N 3.395757 3.728290 -0.377638 0.6 -0.8 0.4
N -0.970646 3.962044 1.610459 0.1 0.5 -0.1
C -0.703112 0.851365 -2.275991 -0.4 -0.9 0.0
C -1.292149 -1.757849 3.666538 0.4 -0.6 0.2
C -1.532947 1.788720 -4.438434 -0.1 -0.3 0.9
C 1.414275 -0.259354 -2.264399 0.0 -0.6 0.8
C 0.194866 3.134077 2.060854 -0.5 0.3 0.5
C 2.857290 2.919633 0.798543 0.1 -0.8 -0.8
C 0.475669 -3.450005 -1.686992 0.5 1.6 -0.8
C -2.149851 -3.486600 0.987398 1.3 -0.8 0.6
C 0.230465 -0.046683 -1.613454 -0.5 1.7 -1.7
C -1.960303 1.219491 -1.717515 -0.8 1.2 -1.7
C -2.660408 -1.676031 3.054272 -0.5 0.6 -1.5
C 0.814736 1.012082 -4.254972 -1.7 -0.8 -0.2
C -0.469200 1.187561 -3.662686 -1.4 1.4 -0.5
C 2.055989 -2.117464 2.386702 0.9 -0.6 -2.4
C -2.769248 2.027727 -3.828667 0.3 0.1 -1.0
C 1.464297 -1.159967 3.333267 -1.7 0.9 0.7
C 1.389923 -3.603419 -0.473544 0.5 -0.4 0.5
C 1.689434 0.288861 -3.536812 2.2 0.0 0.0
C -2.988157 1.802609 -2.466007 1.4 -1.1 0.4
C -2.024341 -3.731853 -0.497446 -1.4 0.7 -0.7
H 4.046834 3.160385 -0.958400 -0.6 0.5 0.2
H 3.400191 1.942692 0.805327 -0.3 1.0 0.3
H -3.304175 -2.505237 3.322288 -0.1 -0.1 0.3
H 2.436759 -3.481168 -0.709456 0.3 -0.1 -0.4
H 2.057617 -0.941955 -1.703641 0.6 0.3 -0.8
H -1.226555 -3.571459 1.616930 -0.6 -0.6 -0.9
H -1.298234 4.514873 2.403644 -0.4 0.2 -0.1
H 3.054278 3.537620 1.669904 0.0 -0.4 0.3
H -1.375577 -1.541701 4.741535 0.2 0.6 -0.3
H 2.658202 0.218198 -4.024858 0.1 -0.7 0.5
H -3.612923 2.410285 -4.404905 0.3 0.0 0.0
H 1.373917 -1.672631 4.290744 -0.7 0.1 0.1
H 1.312196 -4.567240 0.032881 -0.3 0.2 0.2
H -2.908731 -4.150737 1.370993 -0.4 -0.1 0.3
H -1.660416 -4.678540 -0.895968 -0.2 -0.2 0.6
H 0.830595 3.782404 2.687787 -0.2 -0.4 -0.2
H -0.280832 2.344562 2.687668 0.8 0.4 -0.4
H -0.759142 4.588176 0.807788 0.0 -0.4 0.3
H 2.132138 -3.140524 2.716939 -0.1 -0.3 0.2
H -3.038387 -3.513683 -0.957302 0.9 -0.7 0.5
H -3.946200 1.959570 -2.008478 -0.3 0.4 0.0
H -1.697856 3.308775 1.300755 -0.2 0.4 -0.1
H 2.037934 -0.286418 3.599878 0.5 0.3 -0.6
H 0.058043 -4.367300 -2.124540 0.6 0.0 0.3
H 3.013802 -1.797676 1.999850 0.4 0.0 0.2
H -1.357844 2.003487 -5.519625 -0.2 -0.1 1.1
H -0.866604 -2.806173 3.690055 -0.2 1.2 -0.7
H 2.613628 4.068367 -0.952638 0.0 0.2 -0.1
H -3.200474 -0.729292 3.276561 0.4 -0.6 -0.1
H 1.001024 1.205277 -5.329779 -0.2 0.3 0.9
H 1.018329 -2.871324 -2.499011 -0.8 -0.8 0.9
H 3.964356 4.486797 0.016553 -0.2 0.2 -0.5


66
Properties=species:S:1:pos:R:3:forces:R:3 method="wB97M-V/def2-TZVPD" total_energy_ev=-138680.1115 gap_ev=1.95 relative_energy_kj_mol=1021.0 homo_energy_ev=0.5 charge=-3
Pb -1.040580 0.586094 -0.841424 -0.3 -0.3 -0.3
Br -4.509374 -1.432911 1.369347 0.4 0.3 0.0
S 3.214164 -2.630156 3.500891 0.6 -0.8 -4.1
S -1.744861 4.567620 4.398869 0.2 -0.7 -2.0
O -8.525805 -1.438495 -5.143140 1.7 0.4 -0.9
O -4.479610 0.571046 -5.217410 0.4 -0.2 -1.3
O -4.074559 -0.534638 -8.065187 -0.3 1.3 2.3
O 2.452626 -2.482344 4.665028 -1.6 0.4 2.7
O 2.711002 -2.084915 2.228760 1.2 -0.8 2.1
O 0.650839 -2.991171 -3.972642 -0.3 -1.7 0.1
O -8.105985 -2.647837 -7.446201 -0.2 -0.6 -1.2
O 1.755582 4.038005 -2.530207 0.7 0.8 0.1
O -1.844528 5.934265 3.900833 0.2 -1.0 1.0
O -1.681659 3.492899 3.396453 0.6 1.3 1.6
C 1.874701 -4.811762 -4.990685 -1.5 -0.4 -1.2
C 5.009608 -4.611319 3.870567 1.0 0.0 3.0
C 0.470252 -4.347705 -4.431271 1.3 3.6 1.8
C -7.440715 -1.190898 -5.738193 -2.5 -0.7 0.7
C -0.186472 -5.211243 -3.300627 0.6 -0.5 -0.9
C -6.451684 -0.353419 -5.176971 -4.5 -1.8 1.2
C -7.221410 -1.868079 -7.140841 0.7 0.8 1.4
C 3.701723 4.375289 -1.235177 1.3 -0.7 0.4
C 2.403564 4.953693 -1.692959 -1.9 -0.8 -1.6
C 3.632145 -4.450725 3.287983 0.3 1.5 -1.9
C -5.084471 -0.685362 -7.303660 2.7 0.7 -0.8
C -1.144740 3.547761 6.783593 0.6 -1.1 1.8
C 4.899703 -2.112267 3.892563 0.3 -0.3 0.8
C 2.695240 6.319051 -2.355390 -0.7 0.1 -1.3
C -0.461809 4.403140 5.770568 -0.3 1.0 -0.9
C -5.346042 -0.109207 -5.834595 5.9 1.9 -1.6
C -2.547473 2.946819 6.362760 1.6 2.3 0.1
C 5.494501 -3.339583 4.699147 -0.6 0.6 -2.1
C -6.001255 -1.523978 -7.832781 -4.3 -1.9 0.3
C -3.111704 4.080717 5.443824 -1.0 -0.5 0.8
H 4.442226 4.433163 -2.032937 0.1 0.5 -0.4
H 2.792958 -5.112149 3.503369 0.2 0.2 0.9
H -3.040500 2.895744 7.333547 -0.6 -0.6 -0.5
H 0.412587 -5.139206 -2.392860 0.1 0.0 0.0
H -3.992203 3.833441 4.850788 0.6 -0.7 -0.7
H 2.251892 -4.089583 -5.714767 0.0 0.9 0.7
H 2.935427 7.189179 -1.744420 0.7 -0.2 0.5
H 3.384501 6.144161 -3.181488 0.6 0.2 0.1
H 5.197926 -3.380162 5.747244 -0.4 0.3 -0.2
H 4.848251 -1.181539 4.457542 -0.3 -0.1 0.2
H 5.034937 -5.325898 4.693270 -0.2 -0.7 -0.4
H -0.455746 2.814178 7.202220 0.0 -1.0 -1.0
H 1.661460 -5.546996 -5.766615 0.1 -1.3 0.3
H 4.154753 4.847335 -0.363372 0.1 0.2 0.4
H -5.904897 -1.927465 -8.829936 0.4 0.0 -0.1
H -1.126797 4.081622 7.733743 -1.3 0.8 0.0
H 5.370671 -1.829993 2.950967 0.3 -0.6 0.0
H -6.600899 0.020825 -4.174944 0.1 0.1 0.0
H 2.682529 -5.101739 -4.318807 -0.3 -0.1 0.2
H 5.862208 -4.856397 3.237224 -0.7 -0.1 -0.6
H -0.322489 5.418000 6.143046 -0.3 0.2 -0.2
H -2.364604 2.016452 5.825103 -0.5 0.0 0.2
H -0.190920 -4.173797 -5.280217 -0.4 -0.9 -0.4
H 6.583576 -3.383262 4.689648 0.0 0.4 -0.1
H 3.707433 -4.518302 2.202691 0.0 0.1 -0.1
H -3.561712 4.921443 5.971804 0.8 0.3 0.6
H -0.229403 -6.253241 -3.617659 0.3 -0.5 0.0
H 0.556682 4.093827 5.535821 -0.4 -0.4 -0.9
H 1.643868 5.188405 -0.947389 0.3 0.1 1.4
H 1.835633 6.701326 -2.905895 -0.6 -0.4 0.1
H 3.693658 3.292632 -1.109141 -0.7 0.0 0.5
H -1.223914 -5.030390 -3.019406 0.1 0.9 -0.3


60
Properties=species:S:1:pos:R:3:forces:R:3 method="wB97M-V/def2-TZVPD" total_energy_ev=-68705.0839 gap_ev="5.84 / 5.84" homo_energy_ev="-5.7 / -5.7"
Ce 0.111836 0.097700 0.001460 0.6 -0.1 -1.7
S 1.355185 -0.658435 4.790395 0.0 0.0 -0.2
P -0.665007 0.914647 -2.778803 -1.3 -2.9 0.2
Si 0.711331 2.469658 -1.480754 1.7 1.8 0.6
O -1.581747 1.151508 0.618380 -1.3 -0.1 -0.1
N 1.754926 -0.818127 -0.665005 -2.1 0.8 0.7
N 0.442122 -0.876238 2.357000 1.0 0.3 1.2
N 2.266018 0.634222 2.561627 0.0 -0.3 0.3
C 1.391931 -0.271105 3.079376 -1.3 -0.6 -0.8
C 0.099961 4.011553 -0.591381 0.0 0.4 -0.1
C 3.985156 -0.652740 -1.445033 -0.1 -1.3 0.2
C -1.471677 -2.441023 2.708011 0.1 -0.2 0.8
C -3.383482 2.719609 0.431619 -0.2 0.2 -0.2
C -3.538080 0.588788 1.913112 -0.7 0.5 0.3
C 5.168175 -1.312560 -1.774870 -0.7 0.8 0.1
C -0.742180 -2.443189 5.443731 -0.1 -0.2 0.2
C -1.880155 -0.420482 -3.280284 -0.5 0.0 -1.1
C -2.221555 -3.154037 3.657856 0.2 0.0 -0.3
C 0.633399 0.466539 -4.000168 0.2 0.2 0.2
C 2.875448 -1.452591 -1.046590 0.8 0.2 -0.4
C -0.355996 -1.714656 3.161493 0.0 0.4 -0.5
C 4.108214 -3.479365 -1.376123 -0.5 -0.2 0.1
C -1.843857 -3.174381 5.012510 0.0 0.2 -0.3
C -1.550511 2.294750 -3.612386 0.0 0.4 0.2
C -2.993888 1.258269 0.621648 0.0 0.0 0.4
C -0.015209 -1.720013 4.520402 0.0 0.3 -0.6
C 5.197777 -2.699670 -1.731534 1.3 -0.5 -0.4
C 2.917432 -2.864822 -1.042407 0.4 0.8 0.0
H -4.301206 2.804771 -0.178043 0.2 0.1 0.5
H 3.840108 0.429029 -1.435108 0.2 -0.3 -0.1
H -3.509524 0.713723 -0.183167 0.8 -0.2 -0.4
H -2.421321 -3.748953 5.732828 0.1 0.1 -0.2
H 1.048066 -0.517361 -3.751787 -0.2 0.2 0.0
H -3.917804 -0.402357 1.680526 0.1 -0.3 0.0
H -2.734585 -0.469664 -2.597943 0.1 0.2 0.0
H -4.420034 1.124659 2.353878 0.8 -0.2 -0.3
H 2.961412 1.040413 3.183290 -0.3 -0.2 -0.5
H 6.036538 -0.705390 -2.051799 -0.2 -0.5 0.0
H -1.735067 -2.462094 1.651222 0.0 0.1 0.3
H -3.117825 -3.710575 3.342550 0.6 0.3 0.1
H -0.442985 -2.414957 6.482278 -0.1 -0.1 0.1
H -2.253480 -0.224722 -4.298221 -0.2 -0.4 0.1
H 6.130841 -3.189922 -1.998073 -0.1 0.0 0.1
H 2.008381 -3.382716 -0.745491 0.3 -0.1 -0.1
H 1.896655 2.946276 -2.297073 -0.2 -0.2 0.1
H -3.524050 3.110073 1.426823 -0.3 0.7 0.2
H -2.753460 0.454807 2.672638 -0.2 0.3 -0.2
H 0.901428 4.761043 -0.525996 -0.2 -0.2 0.0
H -0.215349 3.753686 0.423694 -0.2 0.1 -0.2
H -0.927861 3.199266 -3.631549 -0.1 -0.1 -0.1
H -1.805388 1.997896 -4.644876 0.1 0.1 0.5
H 4.155970 -4.570329 -1.342557 0.2 0.3 -0.1
H 1.437704 1.796595 -0.355197 0.8 0.2 0.7
H -2.469350 2.544356 -3.063964 0.2 -0.1 -0.1
H 2.457549 0.653405 1.552654 0.0 -0.2 0.5
H 0.196322 0.452420 -5.007526 0.1 0.0 0.2
H -0.731909 4.449391 -1.149726 0.0 0.1 0.2
H 1.455366 1.185015 -3.951884 -0.1 -0.1 -0.2
H -1.403532 -1.404923 -3.277497 0.2 0.1 0.1
H -2.617177 3.333324 -0.068184 -0.1 -0.5 0.2